{
  "formula": "C39H48N6O4S",
  "method": "the ωB97M-V functional and the def2-TZVPD basis",
  "species": ["C", "C", "C", "C", "C", "C", "C", "C", "C", "O", "S", "O", "O", "O", "H", "H", "H", "H", "H", "H", "H", "H", "H", "H", "H", "H", "H", "H", "H", "H", "H", "H", "N", "C", "C", "C", "C", "C", "H", "H", "H", "H", "H", "N", "C", "C", "C", "C", "C", "H", "H", "H", "H", "H", "N", "C", "C", "C", "C", "C", "H", "H", "H", "H", "H", "N", "C", "C", "C", "C", "C", "H", "H", "H", "H", "H", "N", "C", "C", "C", "C", "C", "H", "H", "H", "H", "H", "N", "C", "C", "C", "C", "C", "H", "H", "H", "H", "H"],
  "xyz": [[-0.499, 1.889, 1.138], [-0.894, 1.196, -0.165], [-2.409, 1.074, -0.351], [-3.105, 2.246, -1.066], [-2.583, 3.658, -0.782], [-3.069, 4.202, 0.571], [-2.122, 5.244, 1.176], [-2.235, 5.531, 2.683], [-3.278, 4.742, 3.508], [-2.558, 3.605, 4.023], [-1.151, 4.167, 4.502], [-1.322, 4.891, 5.716], [-0.187, 3.132, 4.385], [-0.959, 5.171, 3.294], [-0.667, 1.229, 1.994], [-1.095, 2.785, 1.318], [0.552, 2.186, 1.145], [-0.449, 1.713, -1.021], [-0.458, 0.192, -0.175], [-2.874, 0.888, 0.624], [-2.615, 0.173, -0.933], [-4.168, 2.235, -0.794], [-3.077, 2.064, -2.144], [-1.491, 3.693, -0.823], [-2.934, 4.314, -1.584], [-4.054, 4.659, 0.424], [-3.212, 3.359, 1.252], [-1.090, 4.933, 0.996], [-2.246, 6.192, 0.647], [-2.382, 6.594, 2.872], [-3.652, 5.338, 4.341], [-4.108, 4.360, 2.928], [-3.970, -2.007, 0.275], [-5.283, -1.879, 0.108], [-6.213, -2.151, 1.102], [-5.755, -2.583, 2.336], [-4.389, -2.721, 2.523], [-3.543, -2.420, 1.467], [-5.608, -1.539, -0.870], [-7.270, -2.029, 0.906], [-6.439, -2.821, 3.139], [-3.994, -3.060, 3.471], [-2.467, -2.512, 1.579], [3.556, 4.083, 0.722], [4.183, 2.940, 0.455], [4.144, 1.831, 1.287], [3.417, 1.913, 2.464], [2.750, 3.092, 2.752], [2.852, 4.142, 1.850], [4.737, 2.907, -0.478], [4.656, 0.920, 1.007], [3.351, 1.064, 3.134], [2.145, 3.205, 3.641], [2.332, 5.075, 2.040], [2.171, -0.846, 0.129], [2.769, -2.004, -0.137], [2.708, -3.113, 0.695], [1.977, -3.015, 1.868], [1.341, -1.817, 2.154], [1.468, -0.766, 1.257], [3.331, -2.047, -1.065], [3.219, -4.027, 0.424], [1.903, -3.856, 2.545], [0.759, -1.691, 3.057], [0.993, 0.187, 1.454], [2.425, 0.755, -4.141], [3.080, -0.162, -3.432], [4.019, -1.024, -3.983], [4.292, -0.935, -5.338], [3.618, 0.016, -6.085], [2.698, 0.831, -5.442], [2.841, -0.198, -2.373], [4.525, -1.749, -3.358], [5.022, -1.582, -5.804], [3.809, 0.132, -7.143], [2.155, 1.588, -5.997], [7.192, -0.376, -7.279], [7.897, -1.231, -6.542], [8.865, -2.077, -7.063], [9.115, -2.033, -8.425], [8.391, -1.145, -9.204], [7.446, -0.341, -8.585], [7.677, -1.236, -5.479], [9.408, -2.750, -6.414], [9.862, -2.678, -8.871], [8.552, -1.074, -10.271], [6.864, 0.368, -9.164], [-5.892, -5.136, 4.560], [-5.014, -6.124, 4.407], [-5.308, -7.457, 4.651], [-6.585, -7.784, 5.077], [-7.511, -6.766, 5.239], [-7.116, -5.465, 4.968], [-4.025, -5.834, 4.066], [-4.552, -8.217, 4.507], [-6.854, -8.813, 5.277], [-8.520, -6.972, 5.569], [-7.816, -4.645, 5.085]],
  "lowdin_charge": [-0.101, -0.238, -0.213, -0.202, -0.206, -0.212, -0.126, -0.251, -0.127, -0.179, 0.582, -0.216, -0.225, -0.176, 0.081, 0.046, 0.067, 0.114, 0.083, 0.103, 0.093, 0.108, 0.107, 0.103, 0.112, 0.120, 0.100, 0.114, 0.123, 0.150, 0.130, 0.125, 0.054, -0.158, -0.074, -0.085, -0.078, -0.154, 0.102, 0.098, 0.089, 0.093, 0.099, 0.055, -0.155, -0.081, -0.088, -0.078, -0.160, 0.101, 0.096, 0.105, 0.084, 0.102, 0.077, -0.149, -0.069, -0.079, -0.058, -0.159, 0.085, 0.100, 0.104, 0.105, 0.062, 0.056, -0.152, -0.077, -0.090, -0.075, -0.159, 0.077, 0.091, 0.087, 0.097, 0.100, 0.057, -0.163, -0.073, -0.081, -0.074, -0.152, 0.102, 0.101, 0.105, 0.101, 0.103, 0.055, -0.150, -0.071, -0.079, -0.072, -0.153, 0.102, 0.102, 0.105, 0.101, 0.103],
  "total_charge": 0,
  "e_lumo_ev": 0.66,
  "orbital_gap_ev": 9.8,
  "homo_energy_ev": -9.1
}

{
  "formula": "C39H49BCl45F7O7S2",
  "method": "the ωB97M-V functional and the def2-TZVPD basis",
  "species": ["C", "B", "O", "C", "C", "F", "F", "C", "F", "F", "C", "F", "F", "F", "O", "S", "O", "O", "O", "C", "S", "C", "C", "O", "C", "C", "O", "C", "C", "C", "C", "C", "C", "C", "C", "C", "C", "C", "C", "C", "C", "H", "H", "H", "H", "H", "H", "H", "H", "H", "H", "H", "H", "H", "H", "H", "H", "H", "H", "H", "H", "H", "H", "H", "H", "H", "H", "H", "H", "H", "H", "H", "H", "H", "H", "C", "Cl", "Cl", "Cl", "H", "C", "Cl", "Cl", "Cl", "H", "C", "Cl", "Cl", "Cl", "H", "C", "Cl", "Cl", "Cl", "H", "C", "Cl", "Cl", "Cl", "H", "C", "Cl", "Cl", "Cl", "H", "C", "Cl", "Cl", "Cl", "H", "C", "Cl", "Cl", "Cl", "H", "C", "Cl", "Cl", "Cl", "H", "C", "Cl", "Cl", "Cl", "H", "C", "Cl", "Cl", "Cl", "H", "C", "Cl", "Cl", "Cl", "H", "C", "Cl", "Cl", "Cl", "H", "C", "Cl", "Cl", "Cl", "H", "C", "Cl", "Cl", "Cl", "H"],
  "xyz": [[-3.217, -0.606, 0.520], [-1.910, -0.647, -0.503], [-0.734, 0.086, -0.058], [-2.014, -1.460, -1.963], [-1.794, -0.251, -3.022], [-0.416, 0.279, -3.003], [-2.624, 0.870, -2.535], [-2.118, -0.613, -4.573], [-1.755, -1.954, -4.978], [-1.279, 0.294, -5.387], [-3.646, -0.337, -5.046], [-3.719, -0.778, -6.451], [-4.012, 1.079, -5.080], [-4.656, -1.098, -4.344], [-3.373, -2.041, -1.835], [-3.498, -3.682, -2.278], [-4.015, -4.682, -1.250], [-4.221, -4.028, -3.574], [-1.852, -3.858, -2.701], [-1.078, -2.786, -2.019], [-1.141, -3.418, -0.226], [0.473, -2.681, -2.475], [1.220, -4.118, -2.373], [2.528, -4.185, -3.014], [3.366, -3.030, -2.699], [3.561, -2.747, -1.105], [4.969, -2.628, -0.715], [5.197, -1.479, 0.152], [6.291, -0.405, -0.382], [6.587, 0.844, 0.561], [5.863, 1.102, 1.996], [6.369, 2.430, 2.801], [6.117, 3.748, 1.888], [8.016, 2.266, 2.896], [5.852, 2.530, 4.331], [4.438, 3.286, 4.559], [3.937, 2.849, 6.075], [4.574, 4.932, 4.640], [3.239, 2.844, 3.562], [4.779, 0.054, 2.509], [4.470, -1.212, 1.546], [-3.288, -1.590, 1.134], [-4.206, -0.343, -0.037], [-3.030, 0.256, 1.295], [0.094, -0.202, -0.522], [-0.622, -4.739, -0.217], [0.620, -2.309, -3.580], [0.958, -1.849, -1.801], [0.530, -4.897, -2.921], [1.299, -4.512, -1.272], [3.057, -2.056, -3.280], [4.438, -3.286, -3.111], [3.104, -3.583, -0.424], [3.074, -1.699, -0.888], [6.858, -0.547, -1.385], [7.400, 1.602, 0.189], [5.119, 3.717, 1.269], [6.964, 3.745, 1.071], [6.257, 4.760, 2.456], [8.251, 1.180, 3.277], [8.354, 3.084, 3.663], [8.549, 2.509, 1.898], [5.712, 1.427, 4.713], [6.641, 3.001, 5.059], [2.797, 3.090, 6.238], [4.125, 1.721, 6.250], [4.495, 3.532, 6.852], [4.290, 5.452, 3.646], [5.696, 5.208, 4.863], [3.979, 5.363, 5.558], [2.352, 3.591, 3.759], [3.478, 2.916, 2.435], [2.819, 1.794, 3.882], [4.244, 0.198, 3.521], [3.682, -2.012, 1.882], [-4.255, -4.716, 2.521], [-5.215, -5.102, 3.959], [-4.140, -2.962, 2.302], [-2.642, -5.435, 2.640], [-4.757, -5.138, 1.649], [9.383, -1.522, 4.915], [9.454, -0.100, 5.969], [8.421, -1.177, 3.469], [11.013, -2.046, 4.467], [8.900, -2.331, 5.463], [-8.713, -4.126, 3.171], [-9.197, -4.610, 1.538], [-9.091, -2.419, 3.453], [-9.503, -5.147, 4.383], [-7.634, -4.258, 3.262], [-7.296, -0.314, -0.555], [-6.378, -0.488, 0.949], [-6.302, -0.784, -1.942], [-8.779, -1.278, -0.495], [-7.573, 0.735, -0.670], [11.568, 1.396, 0.423], [11.092, 0.923, -1.215], [11.195, 3.103, 0.712], [10.761, 0.372, 1.621], [12.645, 1.259, 0.522], [-11.659, 0.024, 5.232], [-13.210, -0.490, 4.550], [-11.050, 1.454, 4.384], [-11.820, 0.348, 6.966], [-10.940, -0.786, 5.100], [7.895, -5.447, 3.249], [6.825, -6.729, 3.838], [6.973, -4.228, 2.356], [8.773, -4.702, 4.594], [8.623, -5.893, 2.569], [-13.204, -1.565, 0.985], [-14.577, -2.383, 0.223], [-11.959, -2.737, 1.445], [-12.531, -0.337, -0.100], [-13.558, -1.067, 1.889], [-9.072, 4.071, 6.873], [-9.930, 5.569, 6.477], [-10.190, 2.698, 6.890], [-7.756, 3.786, 5.722], [-8.640, 4.176, 7.869], [-7.167, 2.168, -4.790], [-8.713, 1.650, -5.478], [-6.556, 3.599, -5.635], [-7.335, 2.492, -3.057], [-6.446, 1.359, -4.919], [0.941, 1.711, -7.671], [1.024, 3.145, -6.635], [-0.043, 2.040, -9.106], [2.565, 1.184, -8.138], [0.468, 0.906, -7.108], [2.882, 7.094, -6.222], [4.249, 7.969, -5.517], [3.424, 6.064, -7.557], [2.056, 6.130, -4.988], [2.174, 7.824, -6.617], [-7.063, -2.949, -6.258], [-7.538, -3.438, -7.892], [-7.453, -1.244, -5.981], [-7.854, -3.971, -5.048], [-5.984, -3.075, -6.161], [-2.667, 4.057, -1.302], [-4.218, 3.543, -1.981], [-2.063, 5.484, -2.156], [-2.821, 4.386, 0.431], [-1.948, 3.248, -1.435], [7.532, -0.100, -4.538], [6.465, -1.379, -3.938], [6.603, 1.117, -5.424], [8.419, 0.645, -3.200], [8.253, -0.549, -5.223]],
  "lowdin_charge": [-0.095, -0.405, 0.083, -0.218, -0.120, 0.053, 0.031, -0.115, 0.089, 0.037, -0.200, 0.054, 0.061, 0.012, -0.250, 0.823, -0.289, -0.296, -0.256, -0.558, 0.854, -0.112, -0.204, -0.172, -0.169, -0.157, -0.172, -0.193, 0.022, 0.003, -0.104, -0.438, -0.074, -0.113, -0.131, -0.505, -0.106, -0.095, -0.091, -0.006, -0.006, -0.071, -0.002, 0.104, 0.097, -0.035, 0.149, 0.121, 0.153, 0.104, 0.136, 0.119, 0.144, 0.129, 0.010, 0.093, 0.092, 0.079, 0.088, -0.003, 0.097, 0.029, 0.115, 0.130, 0.092, 0.078, 0.089, 0.076, 0.086, 0.085, 0.095, 0.070, 0.083, 0.079, 0.100, -1.483, 0.563, 0.618, 0.538, 0.021, -1.543, 0.534, 0.533, 0.507, -0.044, -1.530, 0.508, 0.509, 0.528, -0.055, -1.489, 0.573, 0.577, 0.529, -0.005, -1.515, 0.500, 0.531, 0.522, 0.018, -1.499, 0.553, 0.499, 0.504, -0.015, -1.513, 0.522, 0.522, 0.556, 0.021, -1.542, 0.523, 0.484, 0.515, -0.042, -1.515, 0.519, 0.451, 0.515, 0.017, -1.538, 0.517, 0.541, 0.518, -0.031, -1.544, 0.497, 0.524, 0.518, -0.008, -1.538, 0.517, 0.511, 0.499, 0.017, -1.530, 0.528, 0.515, 0.533, 0.008, -1.543, 0.511, 0.526, 0.525, 0.003, -1.510, 0.555, 0.529, 0.521, 0.020],
  "total_charge": 0,
  "relative_energy_kj_mol": 1365.9,
  "e_lumo_ev": -0.87,
  "orbital_gap_ev": 7.5,
  "homo_energy_ev": -8.4
}